(1)
Density functional theory data (the ωB97M-V functional and the def2-TZVPD basis) for 2 unconnected molecules or ions with the total composition CH3BrN4O2.

## Properties
frontier orbital gap: 9.83 eV
E: -81177.94688 eV
energy relative to the best compared isomer or geometry (same formula, charge and spin): 25.74 kJ/mol
LUMO level: -0.086 eV
largest force on an atom: 6.21 eV Å⁻¹

Element x y z (Å)
O -1.8684 -0.1397 -2.2690
N -1.4670 0.2443 -1.1946
O -1.6919 -0.7216 -0.2009
N -0.8945 1.2934 -0.7465
Br -0.7034 2.5672 -2.2048
H -1.2084 -0.5025 0.6219
N 2.4641 -0.9973 0.4766
C 1.4883 -0.5646 1.0533
N 0.4408 0.0171 1.3864
H 3.0976 -1.6993 0.9107
H 0.3429 0.5030 2.1668

=====

(2)
Density functional theory data (the ωB97M-V functional and the def2-TZVPD basis) for 2 unconnected molecules or ions with the total composition CH3BrNO2.

## Properties
frontier orbital gap (spin up / spin down): 7.17 / 7.17 eV
E: -76710.02095 eV
energy relative to the best compared isomer or geometry (same formula, charge and spin): 294.72 kJ/mol
LUMO level (spin up / spin down): 3.744 / 3.744 eV
largest force on an atom: 5.17 eV Å⁻¹
total charge: -1

Element x y z (Å)
C 0.9617 -0.0980 0.4906
N -1.3247 0.3562 -1.2002
O -1.1047 1.1467 -0.2903
O 0.9588 -0.9178 -0.5923
Br -2.5606 -1.2751 -0.7158
H 1.9447 0.5178 0.4384
H 0.8139 -0.4884 1.4947
H 0.3108 0.7585 0.3748

=====

(3)
Density functional theory data (the ωB97M-V functional and the def2-TZVPD basis) for 2 unconnected molecules or ions with the total composition CH3BrO2P.

## Properties
frontier orbital gap (spin up / spin down): 8.89 / 5.83 eV
E: -84512.85663 eV
energy relative to the best compared isomer or geometry (same formula, charge and spin): 327.12 kJ/mol
LUMO level (spin up / spin down): 3.327 / 2.853 eV
largest force on an atom: 4.32 eV Å⁻¹
total charge: -1

Element x y z (Å)
C -0.5693 1.5811 -1.3846
O -0.1162 -0.6945 2.5933
O 1.9857 -1.4676 1.3855
P 0.5399 -1.1516 1.3776
Br -0.7355 -2.7614 0.3677
H -0.7869 0.5260 -1.5992
H -0.2529 1.9024 -0.4746
H -0.0648 2.0657 -2.2657

=====

(4)
Density functional theory data (the ωB97M-V functional and the def2-TZVPD basis) for a molecular structure, CH3BrOS.

## Properties
frontier orbital gap (spin up / spin down): 6.23 / 6.22 eV
E: -84005.93837 eV
energy relative to the best compared isomer or geometry (same formula, charge and spin): 398.47 kJ/mol
LUMO level (spin up / spin down): -2.776 / -2.765 eV
largest force on an atom: 2.33 eV Å⁻¹

Element x y z (Å)
C -0.2254 0.3237 -0.0315
O -0.7563 1.4366 -0.2624
S -3.7271 1.2251 -0.0018
Br -3.1422 -0.7037 0.0513
H 0.5888 0.3232 0.8482
H 0.0727 -0.3474 -0.9528
H -1.2185 -0.2738 0.3885

=====

(5)
Density functional theory data (the ωB97M-V functional and the def2-TZVPD basis) for 2 unconnected molecules or ions with the total composition CH3BrP2.

## Properties
frontier orbital gap (spin up / spin down): 6.73 / 6.72 eV
E: -89701.33021 eV
energy relative to the best compared isomer or geometry (same formula, charge and spin): 287.97 kJ/mol
LUMO level (spin up / spin down): -1.918 / -1.922 eV
largest force on an atom: 4.09 eV Å⁻¹

Element x y z (Å)
C 0.4973 -0.4518 0.0423
P 0.5652 1.0423 0.7388
P -1.4402 1.2450 -0.2142
Br 2.8348 -1.6133 1.3917
H 0.1317 -1.4246 -0.1028
H -0.9369 1.2853 -1.5022
H -1.6519 -0.0829 -0.3537

=====

(6)
Density functional theory data (the ωB97M-V functional and the def2-TZVPD basis) for 2 unconnected molecules or ions with the total composition CH3Cl2FINOP.

## Properties
frontier orbital gap: 6.34 eV
E: -49774.96434 eV
LUMO level: 2.984 eV
largest force on an atom: 5.43 eV Å⁻¹
total charge: -1

Element x y z (Å)
O -0.4386 -1.6106 0.8410
P -1.9154 -0.8470 1.3597
I -3.8578 -1.6137 0.0593
N -1.7174 0.8863 0.9082
F -1.4125 0.8216 -0.4333
H -0.3692 -1.6202 -0.1731
C 1.8340 0.8984 -0.5173
Cl 3.4483 1.1867 0.1430
Cl 1.6762 -0.7593 -1.1105
H 1.0931 1.0674 0.2678
H 1.6594 1.5905 -1.3448